No. 1
The following is a quantum chemistry calculation of 2 unconnected molecules or ions with the total composition C10H12N2Si, from the Open Molecules 2025 dataset.

Gap between HOMO and LUMO ... 8.2 eV
Molecular weight ... 188.3 g mol⁻¹
Energy relative to the best compared isomer or geometry (same formula, charge and spin) ... 96.0 kJ/mol
Highest occupied orbital energy ... -16.985 eV

ORCA input file:
```
! wB97M-V def2-TZVPD RIJCOSX def2/J DEFGRID3
* xyz 2 1
C -2.39 1.59 3.28
C 2.21 -2.78 -2.37
C -1.02 1.72 3.28
C -3.06 1.32 2.07
C 2.57 -2.28 -1.12
C 1.12 -2.17 -2.99
C -0.30 1.63 2.09
C -2.28 1.10 0.95
C 1.82 -1.20 -0.63
C 0.57 -0.97 -2.54
N -0.94 1.34 0.95
N 0.97 -0.46 -1.37
Si 0.48 1.26 -1.10
H -2.96 1.68 4.26
H 2.74 -3.52 -2.91
H -0.44 1.82 4.22
H -4.04 1.09 1.95
H 3.19 -2.88 -0.51
H 0.88 -2.49 -4.11
H 0.76 1.63 2.22
H -2.73 0.67 0.10
H 2.00 -0.87 0.36
H -0.08 -0.44 -3.12
H -0.63 1.14 -2.03
H 1.56 2.07 -0.94
*
```

No. 2
The following is a quantum chemistry calculation of C3H5NO in the gas phase, from the Open Molecules 2025 dataset.

Gap between HOMO and LUMO ... 10.5 eV
Molecular weight ... 71.1 g mol⁻¹
Energy relative to the best compared isomer or geometry (same formula, charge and spin) ... 186.2 kJ/mol
Highest occupied orbital energy ... -9.817 eV

ORCA input file:
```
! wB97M-V def2-TZVPD RIJCOSX def2/J DEFGRID3
* xyz 0 1
O -1.48 0.66 1.37
C -1.43 0.14 0.28
C -0.17 -0.44 -0.27
C 1.15 0.20 -0.52
N 0.93 -0.41 0.75
H -2.36 -0.05 -0.28
H -0.34 -1.26 -0.97
H 1.82 -0.45 -1.09
H 1.23 1.27 -0.67
H 0.65 0.34 1.40
*
```

No. 3
The following is a quantum chemistry calculation of C19H18ClN3O4 in the gas phase, from the Open Molecules 2025 dataset.

Gap between HOMO and LUMO ... 9.3 eV
Molecular weight ... 387.8 g mol⁻¹
Energy relative to the best compared isomer or geometry (same formula, charge and spin) ... 199.4 kJ/mol
Highest occupied orbital energy ... -8.686 eV

ORCA input file:
```
! wB97M-V def2-TZVPD RIJCOSX def2/J DEFGRID3
* xyz 0 1
C -3.70 -2.55 -0.67
C -3.41 -1.22 -0.05
N -2.31 -0.88 0.51
N -1.21 -1.70 0.56
C -0.61 -2.34 -0.47
O -1.00 -2.38 -1.62
C 0.73 -2.98 -0.04
N 1.76 -1.97 0.10
C 1.86 -1.20 1.19
O 1.12 -1.28 2.15
C 2.98 -0.17 1.14
C 2.40 1.24 1.32
O 3.42 2.20 1.37
C 4.37 2.03 0.39
C 5.24 3.08 0.13
C 6.19 2.96 -0.86
C 6.28 1.79 -1.61
C 5.43 0.74 -1.34
C 4.48 0.84 -0.33
O 3.68 -0.25 -0.08
C -4.44 -0.18 -0.04
C -4.06 1.16 -0.14
C -5.00 2.17 -0.13
C -6.35 1.85 -0.02
Cl -7.53 3.10 -0.03
C -6.75 0.52 0.09
C -5.80 -0.48 0.08
H -4.74 -2.64 -0.95
H -3.43 -3.35 0.02
H -3.08 -2.68 -1.56
H -0.65 -1.53 1.40
H 1.03 -3.69 -0.80
H 0.60 -3.48 0.93
H 2.37 -1.78 -0.68
H 3.67 -0.36 1.98
H 1.85 1.30 2.26
H 1.72 1.44 0.48
H 5.14 3.98 0.71
H 6.87 3.78 -1.06
H 7.02 1.70 -2.39
H 5.49 -0.19 -1.90
H -3.01 1.39 -0.22
H -4.70 3.20 -0.22
H -7.79 0.29 0.19
H -6.12 -1.50 0.20
*
```

No. 4
The following is a quantum chemistry calculation of C5H8O2 in the gas phase, from the Open Molecules 2025 dataset.

Gap between HOMO and LUMO ... 10.9 eV
Molecular weight ... 100.1 g mol⁻¹
Energy relative to the best compared isomer or geometry (same formula, charge and spin) ... 249.6 kJ/mol
Highest occupied orbital energy ... -9.904 eV

ORCA input file:
```
! wB97M-V def2-TZVPD RIJCOSX def2/J DEFGRID3
* xyz 0 1
C -1.47 -1.58 -0.19
C -0.03 -1.13 -0.25
O 0.20 -0.27 -1.37
C 0.41 0.25 -0.08
C 1.73 0.95 0.19
O 1.04 2.15 0.56
C -0.25 1.52 0.45
H -1.70 -2.23 0.65
H -2.13 -0.71 -0.18
H -1.68 -2.13 -1.11
H 0.72 -1.91 -0.10
H 2.38 0.57 0.99
H 2.31 1.07 -0.74
H -0.93 2.04 -0.23
H -0.71 1.41 1.44
*
```

No. 5
The following is a quantum chemistry calculation of C4H2Cl2F2O2 in the gas phase, from the Open Molecules 2025 dataset.

Gap between HOMO and LUMO ... 9.9 eV
Molecular weight ... 191.0 g mol⁻¹
Energy relative to the best compared isomer or geometry (same formula, charge and spin) ... 182.9 kJ/mol
Highest occupied orbital energy ... -9.612 eV

ORCA input file:
```
! wB97M-V def2-TZVPD RIJCOSX def2/J DEFGRID3
* xyz 0 1
O -1.46 1.85 0.38
C -0.59 1.01 0.46
O 0.68 1.20 0.08
C 1.25 0.26 -0.73
C 0.56 -0.35 -1.65
Cl -0.98 -0.06 -2.05
Cl 1.36 -1.60 -2.46
C -0.76 -0.30 1.44
F 0.15 -1.27 1.20
F -2.02 -0.72 1.32
H 2.39 0.10 -0.56
H -0.59 -0.12 2.57
*
```

No. 6
The following is a quantum chemistry calculation of 2 unconnected molecules or ions with the total composition C3H12N2OS, from the Open Molecules 2025 dataset.

Gap between HOMO and LUMO (alpha / beta) ... 10.9 / 5.5 eV
Molecular weight ... 124.2 g mol⁻¹
Energy relative to the best compared isomer or geometry (same formula, charge and spin) ... 6.9 kJ/mol
Highest occupied orbital energy (alpha / beta) ... -14.002 / -13.747 eV

ORCA input file:
```
! wB97M-V def2-TZVPD RIJCOSX def2/J DEFGRID3
* xyz 1 2
N 1.13 -0.11 0.42
C 0.15 0.77 -0.01
C 0.52 2.25 0.57
S 1.47 3.24 -0.55
C -1.20 0.34 0.55
N -1.46 -1.06 0.16
H 2.01 -0.17 -0.10
H 0.82 -1.00 0.83
H 0.17 0.88 -1.10
H 1.05 2.19 1.51
H -0.42 2.72 0.83
H 2.64 3.13 0.06
H -1.17 0.44 1.63
H -2.00 1.01 0.22
H -1.96 -1.53 0.91
H -2.16 -1.04 -0.58
H 0.14 -4.44 -1.12
H 0.28 -3.35 -2.19
O 0.00 -4.26 -2.05
*
```

No. 7
The following is a quantum chemistry calculation of 26 unconnected molecules or ions with the total composition C6H68NO25P, from the Open Molecules 2025 dataset.

Gap between HOMO and LUMO ... 7.6 eV
Molecular weight ... 585.6 g mol⁻¹
Highest occupied orbital energy ... -7.769 eV

ORCA input file:
```
! wB97M-V def2-TZVPD RIJCOSX def2/J DEFGRID3
* xyz 0 1
C 3.65 -1.70 -0.60
P 2.26 -0.46 -1.06
C 1.07 0.94 -1.58
C -0.49 0.46 -1.75
C -1.28 0.21 -0.32
C -2.91 0.17 -0.71
C -3.57 -1.33 -0.63
N -3.76 -1.85 -2.06
H 3.57 -2.67 -1.26
H 4.70 -1.21 -0.88
H 3.73 -1.93 0.56
H 2.64 -0.60 -2.44
H 1.23 -1.22 -0.39
H 2.97 0.54 -0.24
H 1.41 1.31 -2.66
H 1.20 1.89 -0.88
H -0.65 -0.48 -2.43
H -1.06 1.38 -2.27
H -1.00 -0.80 0.21
H -1.15 1.07 0.46
H -3.02 0.51 -1.85
H -3.52 1.00 -0.10
H -2.92 -2.12 -0.06
H -4.66 -1.18 -0.17
H -3.84 -2.90 -2.06
H -2.92 -1.59 -2.64
O -5.53 1.54 -3.04
H -5.02 2.35 -2.97
H -4.93 0.85 -2.72
O -6.89 -2.52 -2.57
H -5.92 -2.42 -2.62
H -7.08 -2.50 -1.62
O 3.51 -4.56 0.32
H 4.24 -4.91 0.85
H 2.80 -5.21 0.41
O 5.86 -6.42 1.15
H 6.07 -7.36 1.08
H 6.72 -5.99 1.29
O -1.45 -2.39 2.05
H -0.94 -2.54 1.24
H -2.36 -2.60 1.79
O -1.32 3.95 -2.98
H -0.75 4.64 -3.34
H -0.88 3.69 -2.15
O 2.31 3.24 -3.50
H 3.07 2.79 -3.89
H 1.57 2.98 -4.08
O 4.13 1.67 0.87
H 4.46 1.41 1.75
H 3.76 2.55 1.01
O -4.40 1.48 2.13
H -5.32 1.20 2.01
H -4.03 0.82 2.72
O -3.39 3.86 3.95
H -2.63 3.41 3.56
H -4.13 3.60 3.37
O 4.72 -8.78 2.06
H 3.90 -9.16 2.40
H 4.63 -7.83 2.23
O 0.93 -5.05 -0.33
H 0.16 -5.04 -0.92
H 1.35 -4.19 -0.48
O 4.98 3.55 2.51
H 5.55 4.24 2.14
H 5.42 3.29 3.34
O -0.76 -3.19 -0.82
H -0.50 -2.36 -1.25
H -1.69 -3.29 -1.07
O -0.67 3.69 1.33
H -0.34 3.43 2.20
H -1.04 4.57 1.47
O -0.93 2.39 5.23
H -0.66 1.54 4.85
H -1.37 2.15 6.06
O -5.60 3.39 -0.21
H -6.52 3.11 -0.33
H -5.23 2.72 0.39
O 4.98 -10.36 -0.45
H 4.30 -10.13 -1.10
H 4.87 -9.70 0.25
O 4.72 5.09 -4.11
H 3.90 4.71 -3.76
H 4.63 6.04 -3.93
O 8.01 -7.48 0.21
H 8.80 -8.02 0.39
H 8.14 -7.18 -0.70
O -7.15 0.42 0.94
H -6.64 0.27 0.13
H -8.06 0.22 0.68
O -6.17 5.55 4.71
H -5.41 5.11 4.32
H -6.91 5.30 4.13
O -4.31 5.78 -2.01
H -4.03 4.93 -2.39
H -4.74 5.54 -1.18
O 6.13 4.78 -0.27
H 6.89 4.33 -0.65
H 5.39 4.52 -0.84
O 0.65 5.76 2.23
H 1.16 5.42 1.47
H 1.31 5.91 2.91
*
```

No. 8
The following is a quantum chemistry calculation of a molecular structure, C6H8O2, from the Open Molecules 2025 dataset.

Gap between HOMO and LUMO ... 7.6 eV
Molecular weight ... 112.1 g mol⁻¹
Energy relative to the best compared isomer or geometry (same formula, charge and spin) ... 392.5 kJ/mol
Highest occupied orbital energy ... -8.356 eV

ORCA input file:
```
! wB97M-V def2-TZVPD RIJCOSX def2/J DEFGRID3
* xyz 0 1
C 1.00 1.34 -0.78
C -1.27 0.22 1.19
C 0.71 0.21 0.18
C 0.04 0.43 1.47
C -0.98 -0.38 -0.52
C -0.98 -1.70 -0.75
O 1.75 -0.67 0.15
O -2.41 0.28 1.57
H 1.79 -1.12 1.01
H 0.51 0.78 2.38
H -1.48 0.27 -1.23
H 0.15 2.02 -0.86
H 1.85 1.90 -0.38
H 1.27 0.96 -1.77
H -0.45 -2.38 -0.09
H -1.50 -2.16 -1.58
*
```

No. 9
The following is a quantum chemistry calculation of 9 unconnected molecules or ions with the total composition C3H25N2O8, from the Open Molecules 2025 dataset.

Gap between HOMO and LUMO ... 10.9 eV
Molecular weight ... 217.2 g mol⁻¹
Energy relative to the best compared isomer or geometry (same formula, charge and spin) ... 0.0 kJ/mol
Highest occupied orbital energy ... -13.347 eV

ORCA input file:
```
! wB97M-V def2-TZVPD RIJCOSX def2/J DEFGRID3
* xyz 1 1
C -1.92 2.72 -0.65
C -1.82 2.46 0.87
N 0.01 -0.57 1.58
C -1.05 0.17 1.30
N -0.81 1.46 1.18
H -1.10 3.33 -1.06
H -2.03 1.77 -1.18
H -2.79 3.32 -0.89
H -1.45 3.46 1.19
H -2.75 2.19 1.34
H 0.81 -0.10 1.99
H 0.12 -1.56 1.41
H -2.03 -0.26 1.18
H 0.19 1.70 1.01
H 1.76 -2.41 -0.60
H 2.90 -1.65 0.21
O 2.36 -1.63 -0.60
H -1.46 -1.42 -1.66
H -2.89 -1.22 -0.82
O -1.98 -1.55 -0.86
H 2.45 -0.14 -1.54
H 2.91 0.45 -2.85
O 2.25 0.61 -2.14
H 2.43 1.26 1.29
H 3.35 0.58 2.46
O 2.49 0.82 2.16
H -0.34 -0.03 -3.11
H 0.21 0.74 -1.89
O -0.39 0.05 -2.17
H -1.89 -2.54 0.82
H -2.44 -3.60 1.83
O -1.69 -3.03 1.64
H -0.09 -3.56 -0.33
H 0.82 -4.55 0.30
O 0.83 -3.87 -0.38
H 1.92 1.72 -0.95
H 1.59 2.92 0.02
O 1.51 1.97 -0.09
*
```

No. 10
The following is a quantum chemistry calculation of 2 unconnected molecules or ions with the total composition C4H9O2, from the Open Molecules 2025 dataset.

Gap between HOMO and LUMO ... 7.5 eV
Molecular weight ... 89.1 g mol⁻¹
Energy relative to the best compared isomer or geometry (same formula, charge and spin) ... 91.0 kJ/mol
Highest occupied orbital energy ... -3.658 eV

ORCA input file:
```
! wB97M-V def2-TZVPD RIJCOSX def2/J DEFGRID3
* xyz -1 1
C 1.90 0.64 0.71
C 1.20 0.41 2.07
O 1.87 -0.10 2.98
O -0.03 0.52 2.09
H 1.56 -0.15 0.10
H 3.05 0.56 0.71
H 1.58 1.57 0.29
C -0.90 -0.52 -0.56
C -1.92 -0.33 -1.59
H 0.19 -0.34 -0.89
H -0.97 0.18 0.23
H -0.88 -1.56 -0.23
H -2.02 0.66 -2.08
H -3.00 -0.49 -1.33
H -1.63 -1.04 -2.50
*
```

No. 11
The following is a quantum chemistry calculation of C3H6N6 in the gas phase, from the Open Molecules 2025 dataset.

Gap between HOMO and LUMO ... 9.0 eV
Molecular weight ... 126.1 g mol⁻¹
Energy relative to the best compared isomer or geometry (same formula, charge and spin) ... 889.5 kJ/mol
Highest occupied orbital energy ... -8.862 eV

ORCA input file:
```
! wB97M-V def2-TZVPD RIJCOSX def2/J DEFGRID3
* xyz 0 1
N 1.38 -0.30 -1.36
N 2.37 0.47 -0.63
C 1.89 0.93 0.64
N 0.77 0.08 1.20
N -0.31 0.02 0.46
C -0.83 -1.21 0.30
N -2.09 -1.06 -0.24
N -2.35 0.25 -0.46
C -1.50 0.93 0.10
H 2.02 -0.95 -1.99
H 0.62 -1.02 -0.72
H 2.47 1.49 1.48
H 0.60 0.57 2.16
H -0.17 -2.21 0.40
H -1.37 2.01 -0.29
*
```

No. 12
The following is a quantum chemistry calculation of C3H5Br2O2P in the gas phase, from the Open Molecules 2025 dataset.

Gap between HOMO and LUMO ... 9.4 eV
Molecular weight ... 263.9 g mol⁻¹
Energy relative to the best compared isomer or geometry (same formula, charge and spin) ... 0.4 kJ/mol
Highest occupied orbital energy ... -9.522 eV

ORCA input file:
```
! wB97M-V def2-TZVPD RIJCOSX def2/J DEFGRID3
* xyz 0 1
C 0.34 -0.42 0.83
C -0.65 0.18 0.20
C -1.38 -0.41 -1.00
O -1.02 1.49 0.44
P -1.90 1.59 1.88
O -2.41 0.26 2.16
Br -0.66 2.47 3.27
Br -3.46 3.04 1.39
H 0.90 0.03 1.57
H 0.63 -1.44 0.57
H -2.37 -0.07 -1.24
H -0.73 -0.10 -1.87
H -1.28 -1.53 -0.84
*
```